Entry one
12
Properties=species:S:1:pos:R:3:lowdin_charge:R:1 method="wB97M-V/def2-TZVPD" smiles="Nc1c[nH]c(=O)[nH]1" total_charge=0
O 0.4277 -0.1707 2.3041 0.122
N 1.5272 0.7550 0.4715 0.070
N -1.3160 -0.6856 -1.2499 0.127
N -0.6853 0.8734 0.4943 0.135
C -0.3617 -0.0474 -0.5084 -0.414
C 0.4396 0.5408 1.3428 -0.514
C 0.9775 -0.2221 -0.4847 -0.076
H 2.3959 0.4694 0.9023 0.118
H 1.5592 -1.0527 -0.8424 0.108
H -2.2836 -0.6939 -0.9744 0.093
H -1.0764 -0.9773 -2.1776 0.093
H -1.6040 1.2112 0.7224 0.136

Entry two
12
Properties=species:S:1:pos:R:3:lowdin_charge:R:1 method="wB97M-V/def2-TZVPD" smiles="[H]/N=c1/ocnn1C" total_charge=0
O 1.8915 0.5386 0.2376 0.069
N 0.6337 -1.3462 -0.2035 0.105
N -0.1271 -0.1991 -0.0077 -0.155
N 0.2480 2.2464 -0.0545 0.144
C 0.6590 0.9872 -0.1388 -0.383
C -1.5536 -0.5196 0.1201 -0.023
C 1.8571 -0.8544 -0.0493 -0.097
H -1.6230 -1.6713 0.1448 0.122
H -1.9813 -0.0887 0.9641 0.047
H -0.6657 2.2805 -0.3282 -0.021
H 2.6517 -1.4994 0.0128 0.094
H -1.9903 0.1261 -0.6974 0.098

Stability, highest: entry one

Entry one
12
Properties=species:S:1:pos:R:3:lowdin_charge:R:1 method="wB97M-V/def2-TZVPD" total_charge=0
O 2.5276 -0.5456 -0.4288 0.081
N 0.3609 -0.8199 0.4179 0.165
N -2.0494 -0.4782 0.6677 0.100
N -0.5623 1.1429 -0.3829 0.080
C -0.7473 -0.0436 0.3702 -0.540
C 0.7339 1.0705 -0.7677 -0.089
C 1.2629 -0.1257 -0.2753 -0.421
H -2.5953 -0.5929 -0.1790 0.089
H 2.5895 -1.4118 0.0004 0.116
H -2.0034 -1.3592 1.1648 0.087
H 1.2329 1.8870 -1.2702 0.110
H -0.5949 1.1098 0.9217 0.222

Entry two
12
Properties=species:S:1:pos:R:3:lowdin_charge:R:1 method="wB97M-V/def2-TZVPD" smiles=Nc1conc1N total_charge=0
O -1.2908 0.4934 -1.6671 -0.051
N -0.3619 0.8881 1.7040 0.108
N -1.4671 1.1084 -0.4381 0.110
N 1.3604 -1.0424 0.2155 0.078
C -0.5318 0.6178 0.3417 -0.367
C -0.2581 -0.3567 -1.5870 -0.071
C 0.2842 -0.3318 -0.3501 -0.281
H -0.0366 -0.9209 -2.4796 0.130
H -1.2085 1.1527 2.1861 0.083
H 2.0733 -1.2458 -0.4742 0.079
H 1.0363 -1.8963 0.6607 0.089
H 0.4005 1.5334 1.8882 0.094

Stability, highest: entry two

Entry one
12
Properties=species:S:1:pos:R:3:lowdin_charge:R:1 method="wB97M-V/def2-TZVPD" smiles="C1=CN1.NN=C=O" total_charge=0
O -3.3404 0.9483 0.1106 0.173
N 1.4953 -0.0012 -0.5594 -0.087
N -1.5573 -0.4897 0.1887 0.001
N -0.8780 -1.6054 -0.2721 0.060
C 2.2292 0.9684 0.2719 -0.074
C 0.9885 0.8851 0.5032 -0.091
C -2.5052 0.1884 0.0736 -0.386
H 1.2901 0.4760 -1.6156 0.142
H 3.1884 1.2509 0.4933 0.070
H -0.9467 -2.3104 0.3502 0.036
H 0.0441 -1.1949 -0.5502 0.050
H -0.0079 0.8844 1.0059 0.107

Entry two
12
Properties=species:S:1:pos:R:3:lowdin_charge:R:1 method="wB97M-V/def2-TZVPD" smiles=Nc1conc1N total_charge=0
O 1.4671 -1.7140 -0.0411 -0.053
N 0.1263 -1.8841 0.3049 0.107
N -1.6858 -0.3290 0.5424 0.123
N 0.2983 1.6895 -0.2468 0.067
C 1.7102 -0.4216 -0.2894 -0.055
C 0.5840 0.3076 -0.1078 -0.276
C -0.3778 -0.6807 0.2603 -0.390
H -1.9744 0.4535 -0.0350 0.081
H -0.4460 1.8089 -0.9376 0.079
H -2.3489 -1.0894 0.5006 0.096
H -0.0743 2.0374 0.6373 0.087
H 2.7213 -0.1781 -0.5879 0.135

Stability, highest: entry two

Entry one
12
Properties=species:S:1:pos:R:3:lowdin_charge:R:1 method="wB97M-V/def2-TZVPD" total_charge=0
O 0.9987 -1.2879 -0.1297 0.001
N -1.0824 -0.7233 -0.0713 0.040
N 0.5487 0.9229 -0.2171 0.175
N 2.3313 -0.5539 -0.1798 0.079
C -2.2966 0.0652 -0.0546 -0.126
C 0.0197 -0.2885 -0.1737 -0.590
C 1.8648 0.7091 -0.0336 -0.149
H -2.0845 1.2032 0.1417 0.099
H 2.6284 1.3984 0.1354 0.109
H -2.8092 -0.2585 -0.9540 0.054
H 2.9201 -0.8107 0.7247 0.195
H -3.0391 -0.3760 0.8119 0.113

Entry two
12
Properties=species:S:1:pos:R:3:lowdin_charge:R:1 method="wB97M-V/def2-TZVPD" smiles="CN1C=NN=CO1" total_charge=0
O -0.3204 -1.1128 0.2450 -0.031
N 0.3157 0.0242 -0.3762 -0.139
N -1.6559 1.2199 0.1285 0.042
N -2.3201 0.0106 -0.1809 0.038
C -0.3852 1.1753 0.0283 -0.174
C 1.7166 -0.0586 -0.0209 -0.056
C -1.6526 -1.0538 -0.0512 -0.208
H 0.1951 2.0788 0.1892 0.125
H 2.1236 -0.9880 -0.4173 0.091
H 1.8650 -0.0481 1.0659 0.094
H 2.2352 0.7795 -0.4856 0.093
H -2.1169 -2.0271 -0.1246 0.124

Stability, highest: entry two